[1]
{
  "formula": "H32NO19",
  "method": "ωB97M-V/def2-TZVPD",
  "species": ["N", "O", "O", "O", "O", "H", "H", "O", "H", "H", "O", "H", "H", "O", "H", "H", "O", "H", "H", "O", "H", "H", "O", "H", "H", "O", "H", "H", "O", "H", "H", "O", "H", "H", "O", "H", "H", "O", "H", "H", "O", "H", "H", "O", "H", "H", "O", "H", "H", "O", "H", "H"],
  "xyz": [[18.41900, -3.18300, 21.65300], [17.23100, -3.13800, 21.48900], [19.15700, -2.33100, 21.16500], [18.91600, -4.04000, 22.39100], [21.86000, -3.98200, 22.08800], [21.99500, -3.78900, 21.17400], [20.90200, -4.01300, 22.22700], [21.05700, -1.47000, 23.75300], [20.91300, -0.70100, 24.31500], [21.29300, -1.09400, 22.85300], [20.22200, -6.40600, 20.60700], [20.27000, -7.36800, 20.43500], [20.21400, -6.35000, 21.58600], [17.32400, -2.06000, 18.67700], [16.43700, -1.81100, 18.97800], [17.86200, -1.73400, 19.40400], [18.95000, 0.09200, 19.30300], [19.52000, -0.66800, 19.05400], [18.64200, 0.38800, 18.45900], [17.59800, 0.31300, 21.63800], [17.82300, 0.13600, 20.74200], [18.39000, 0.56000, 22.10600], [20.19100, -6.73400, 23.19500], [21.05000, -6.47800, 23.49700], [19.57300, -6.54500, 23.89900], [18.99300, -4.62600, 18.91000], [19.39400, -5.27200, 19.42800], [19.10800, -3.80700, 19.39600], [18.34800, -1.05300, 24.09800], [19.15000, -1.37600, 23.73400], [17.58500, -1.50500, 23.70600], [16.01100, -4.62700, 18.60600], [16.53300, -5.44600, 18.44900], [16.61100, -3.85400, 18.70400], [14.82900, -4.86900, 21.02500], [15.07900, -4.60700, 20.09700], [14.30300, -4.19700, 21.43900], [21.67800, -0.94200, 21.15600], [20.86500, -1.37600, 21.02900], [21.64400, -0.08300, 20.77100], [17.24800, -6.22700, 21.91600], [16.62100, -5.62400, 21.47800], [17.94300, -5.61800, 22.18000], [15.95500, -3.32500, 23.79000], [15.92000, -4.24100, 24.01900], [16.51700, -3.42500, 23.00500], [15.02600, -1.39600, 20.07200], [15.12400, -1.67100, 20.97200], [14.56700, -0.52900, 20.15800], [20.40100, -4.14200, 24.82400], [21.14700, -3.61900, 24.63800], [19.94700, -4.10600, 23.99500]],
  "total_charge": -1,
  "relative_energy_ev": 0.000,
  "gap_ev": 9.6,
  "total_energy_ha": -1503.5261
}

---

[2]
{
  "formula": "H32O16",
  "method": "ωB97M-V/def2-TZVPD",
  "species": ["O", "H", "H", "O", "H", "H", "O", "H", "H", "O", "H", "H", "O", "H", "H", "O", "H", "H", "O", "H", "H", "O", "H", "H", "O", "H", "H", "O", "H", "H", "O", "H", "H", "O", "H", "H", "O", "H", "H", "O", "H", "H", "O", "H", "H", "O", "H", "H"],
  "xyz": [[0.86903, 5.95590, -0.94579], [0.05044, 6.30781, -0.54996], [0.54582, 5.66703, -1.81966], [-0.77057, -2.89658, -3.77212], [-1.25230, -2.13006, -4.29926], [-1.22688, -3.64879, -3.51005], [-3.24121, -3.16546, -0.58637], [-2.41798, -3.06796, -1.02922], [-3.01853, -3.50419, 0.27383], [2.54502, 1.24116, 0.12479], [2.04435, 0.83264, -0.62911], [2.48645, 2.17423, 0.23992], [-0.40558, 0.91122, -3.33374], [-0.14716, 1.16196, -2.39882], [-1.29425, 0.56446, -3.23030], [2.57228, 0.75928, -3.57846], [2.97755, 1.60195, -3.23824], [1.86646, 0.91344, -4.23730], [1.87065, -2.73888, -5.12275], [2.19916, -1.89779, -5.20226], [2.37298, -3.32342, -4.55397], [-2.29691, -0.22713, -0.26776], [-1.68161, 0.27423, -0.80931], [-1.75328, -0.79722, 0.30868], [-3.35469, -2.34037, 3.74478], [-2.57895, -2.46122, 4.23309], [-3.64542, -1.54308, 4.11534], [0.18245, 2.58470, -0.86138], [0.95909, 2.72763, -0.28747], [-0.16062, 3.44390, -1.16769], [1.07825, -3.22891, -0.81042], [0.91834, -2.40346, -1.53526], [1.32241, -2.59001, -0.03476], [-0.31565, -2.47851, 1.78963], [-0.59718, -3.00364, 0.91429], [-1.16690, -2.83273, 2.13887], [-2.16943, 1.26079, 1.98272], [-1.29725, 1.54373, 1.76161], [-2.55004, 0.80215, 1.25053], [0.02858, 3.61261, 2.76060], [0.69511, 3.77819, 3.40094], [0.16522, 4.41075, 2.26072], [3.38304, -0.72127, 3.46125], [3.67994, -0.73719, 2.51851], [2.95936, 0.05372, 3.76823], [-0.45193, -0.03974, 5.74374], [0.01134, 0.02811, 4.90022], [0.01098, -0.83395, 6.11915]],
  "total_charge": 0,
  "relative_energy_ev": 8.321,
  "gap_ev": 10.1,
  "total_energy_ha": -1222.8930
}

---

[3]
{
  "formula": "H33O16",
  "method": "ωB97M-V/def2-TZVPD",
  "species": ["O", "H", "H", "O", "H", "H", "O", "H", "H", "O", "H", "H", "O", "H", "H", "O", "H", "H", "O", "H", "H", "O", "H", "H", "O", "H", "O", "H", "H", "O", "H", "H", "O", "H", "H", "O", "H", "H", "O", "H", "H", "O", "H", "H", "O", "H", "H", "H", "H"],
  "xyz": [[2.57573, 3.95323, 2.84535], [1.93879, 4.20638, 3.48692], [1.26017, 2.23518, 2.73157], [-2.57181, 2.80646, -1.81103], [-0.21587, -1.14057, 1.30304], [-1.90498, -0.14055, 2.86334], [-0.42315, -2.12459, 1.05356], [-0.45807, -2.45575, 0.07199], [4.28683, 0.89778, -2.21084], [-0.94372, 0.37579, -0.12912], [-0.88590, 0.35621, -1.11272], [1.05875, -3.49663, 4.60849], [-4.32479, 0.04127, -1.10054], [-3.06134, 3.45211, -2.40170], [-4.38980, 0.94486, -0.74002], [-3.75990, -0.61721, 1.23279], [-3.14520, 0.01258, 0.88202], [2.96392, 1.47950, -2.75074], [-1.09889, 0.59986, -3.04659], [2.09792, -2.00654, 0.08885], [-0.69584, 1.45899, -3.34708], [3.47549, -1.82634, 2.23454], [1.87173, 1.29135, 3.50207], [3.02040, -2.60473, 2.61520], [3.35766, 0.99153, -2.02012], [3.40019, 4.36162, 2.99894], [-1.12866, -0.64125, 3.10818], [-0.34088, 3.05918, -2.07758], [-0.52311, -0.03397, 3.45808], [0.33072, 2.79405, -2.73234], [0.79570, 3.54392, -2.32387], [1.76668, 0.28958, -5.25188], [-1.71170, -3.50588, -0.57759], [-1.45368, 1.06373, 0.15881], [3.24003, 0.97942, -5.22818], [1.16222, -3.32770, 3.68993], [0.85139, -2.48159, 3.48971], [-1.97198, -3.37839, -1.52305], [2.51867, 0.63435, -4.75170], [-2.60555, -3.27881, -0.22039], [-4.10604, -0.91015, 0.26362], [1.41008, 1.28316, 2.64753], [-5.17861, -0.32210, -0.94307], [-1.41250, -2.14018, 1.33782], [1.42943, -2.07840, -0.64870], [3.08553, -1.07138, 2.63053], [-2.85484, 1.92980, -1.96327], [-0.51834, -0.00147, -3.51075], [1.61300, -1.25388, -1.09903]],
  "total_charge": 1,
  "relative_energy_ev": 4.631,
  "gap_ev": 10.3,
  "total_energy_ha": -1223.3056
}

---

[4]
{
  "formula": "H34O17",
  "method": "ωB97M-V/def2-TZVPD",
  "species": ["O", "H", "H", "O", "H", "H", "O", "H", "H", "O", "H", "H", "O", "H", "H", "O", "H", "H", "O", "H", "H", "O", "H", "H", "O", "H", "H", "O", "H", "H", "O", "H", "H", "O", "H", "H", "O", "H", "H", "O", "H", "H", "O", "H", "H", "O", "H", "H", "O", "H", "H"],
  "xyz": [[0.67193, 1.52677, -1.70278], [1.50612, 1.20559, -1.60387], [0.45294, 1.01216, -2.51569], [-1.42237, -2.28367, 2.02863], [-1.58713, -2.87682, 2.68024], [-0.42495, -2.06034, 2.10297], [-1.86589, 0.23337, 1.71100], [-1.98550, -0.82330, 1.91199], [-2.77946, 0.61443, 1.92525], [2.90182, -1.97823, 1.08680], [3.64847, -1.55257, 1.42707], [2.55239, -1.15190, 0.90392], [0.02129, -0.41031, -0.43068], [0.25715, 0.36839, -0.66618], [0.17469, -0.20986, 0.57210], [-2.63015, 1.78557, -0.67967], [-2.23612, 1.41017, 0.09798], [-2.24416, 2.67596, -0.69629], [1.49383, -1.65526, -1.94207], [0.91618, -1.97827, -2.55244], [0.82307, -1.61698, -1.13419], [-0.92956, -2.94064, -2.49111], [-1.15404, -2.17930, -1.84828], [-0.39326, -3.63035, -2.29938], [-2.84029, 0.00207, -2.37698], [-2.56056, -0.48320, -1.51981], [-3.94222, 0.01304, -2.47916], [3.03301, 0.46036, -0.30799], [3.77223, 0.86239, -0.71596], [3.06486, -0.38387, -0.78206], [0.45087, -1.58048, 2.60752], [1.25923, -1.98453, 2.41568], [0.56027, -1.78133, 3.49402], [2.22596, 0.95825, 1.55378], [2.63081, 0.82726, 0.75086], [2.75512, 1.11965, 2.30296], [-0.05371, 0.44939, -3.41869], [0.37099, -0.34805, -3.76864], [-0.75594, 0.01460, -2.96525], [-1.61383, -1.37653, -1.10776], [-1.18847, -1.04626, -0.42755], [-2.46813, -1.60156, -0.54057], [0.26322, 2.87851, 2.08031], [0.55329, 2.14753, 1.50245], [1.13137, 3.09237, 2.30284], [-1.00517, 0.77389, 3.78713], [-1.33253, 0.69888, 2.83891], [-0.21817, 1.19379, 3.74741], [-0.11707, 4.01704, -2.02069], [0.30095, 3.16639, -1.72857], [-0.04339, 4.42580, -1.10951]],
  "total_charge": 0,
  "relative_energy_ev": 13.465,
  "gap_ev": 8.8,
  "total_energy_ha": -1299.0351
}